Entry 1:
Density functional theory data (wB97M-V/def2-TZVPD) for a cluster of 2 separate species, C18H26ClSi in total in a non-equilibrium geometry.

Values from the calculation:
Strongest force on any atom ... 0.075 Eh/bohr
Charge ... +1
HOMO ... -12.01 eV

Atoms and positions in Å:
1 C 0.4885 -2.0549 0.9138
2 C 0.8510 -0.7714 0.2551
3 C -0.1406 0.1997 0.2148
4 C 2.2771 -0.6133 -0.2354
5 Si 3.7597 -0.7156 0.9852
6 C 5.3575 -0.7740 0.0090
7 C 3.7443 0.8101 2.0776
8 C 3.7092 -2.2342 2.0962
9 H 1.0268 -2.9060 0.4841
10 H 0.6853 -2.0145 1.9940
11 H -0.5808 -2.2486 0.7924
12 H 0.1263 1.1965 -0.1681
13 H -0.9157 0.0369 0.9898
14 H 2.5167 -1.4494 -0.9228
15 H 2.3902 0.3280 -0.8016
16 H 6.2180 -0.8268 0.6895
17 H 5.3941 -1.6526 -0.6473
18 H 5.4741 0.1216 -0.6133
19 H 4.5023 0.7169 2.8682
20 H 3.9731 1.7080 1.4889
21 H 2.7637 0.9432 2.5520
22 H 4.6012 -2.2277 2.7439
23 H 2.8239 -2.2544 2.7470
24 H 3.7335 -3.1654 1.5109
25 Cl -6.1766 -2.4793 -2.9248
26 C -4.9483 -1.4916 -2.2447
27 C -4.6927 -1.5497 -0.8662
28 C -3.7233 -0.7093 -0.3125
29 C -2.9555 0.1658 -1.1141
30 C -2.0098 1.1077 -0.4849
31 C -1.4672 2.2507 -1.3519
32 C -1.1824 3.4126 -0.3405
33 C -1.9779 3.0145 0.8763
34 C -2.4890 1.7561 0.7593
35 C -3.2371 0.2016 -2.5038
36 C -4.2304 -0.6086 -3.0669
37 H -5.2654 -2.2270 -0.2369
38 H -3.5569 -0.7369 0.7653
39 H -0.5998 1.9715 -1.9552
40 H -2.2392 2.6008 -2.0501
41 H -0.1054 3.5595 -0.1466
42 H -1.5550 4.3495 -0.7710
43 H -2.0745 3.6694 1.7460
44 H -3.1390 1.2494 1.4832
45 H -2.6928 0.8887 -3.1562
46 H -4.4617 -0.5475 -4.1275

Forces on atoms 1 to 3 (eV/Å):
-0.233 -0.552 0.056
0.075 0.543 -0.435
1.087 -0.018 0.597

---

Entry 2:
Density functional theory data (wB97M-V/def2-TZVPD) for a cluster of 6 separate species, C18H26F4N2O14 in total in a non-equilibrium geometry.

Values from the calculation:
Strongest force on any atom ... 0.023 Eh/bohr
SMILES string ... O=C1OC[C@@H](F)O1.O=C1OC[C@@H](F)O1.O=C1OC[C@@H](F)O1.O=C1OC[C@@H](F)O1.CNC(C)=O.CNC(C)=O
Charge ... 0
HOMO ... -9.22 eV

Atoms and positions in Å:
1 C -1.7906 2.0794 0.2187
2 C -1.1615 3.4598 0.2809
3 O -1.3371 4.2090 1.2291
4 N -0.3091 3.7392 -0.7305
5 C 0.3230 5.0241 -0.8690
6 H -2.8691 2.1858 0.0584
7 H -1.7039 1.5640 1.1716
8 H -1.4012 1.5124 -0.6253
9 H -0.0500 3.0254 -1.3994
10 H 1.0098 5.2486 -0.0494
11 H -0.4105 5.8302 -0.9211
12 H 0.9103 5.0328 -1.7875
13 C 2.0822 1.0179 -4.4459
14 C 0.8983 1.8478 -3.9967
15 O 0.5833 1.9460 -2.8166
16 N 0.2096 2.4871 -4.9592
17 C -0.8932 3.3724 -4.6529
18 H 2.8312 1.0755 -3.6604
19 H 2.5119 1.3799 -5.3777
20 H 1.7299 -0.0062 -4.5731
21 H 0.5250 2.4540 -5.9119
22 H -1.7453 2.7996 -4.2816
23 H -1.2137 3.8960 -5.5484
24 H -0.5994 4.0895 -3.8872
25 C -2.8141 -3.0430 -1.7595
26 C -2.3701 -2.1628 -0.6102
27 O -1.7799 -1.0791 -1.2766
28 C -1.3804 -1.4795 -2.5329
29 O -0.6021 -0.8839 -3.1920
30 O -1.8961 -2.6910 -2.7969
31 F -1.4394 -2.7617 0.1734
32 H -3.8214 -2.7863 -2.0912
33 H -2.7786 -4.1093 -1.5568
34 H -3.1991 -1.8003 -0.0059
35 C -3.3017 -0.9811 3.2658
36 C -2.0057 -1.4173 3.9345
37 O -2.1105 -0.8627 5.2100
38 C -3.0484 0.1355 5.2115
39 O -3.2845 0.8357 6.1314
40 O -3.6655 0.1839 4.0059
41 F -0.9292 -0.9083 3.2883
42 H -4.0867 -1.7338 3.3613
43 H -3.1753 -0.6987 2.2234
44 H -1.9166 -2.4960 4.0422
45 C 3.8891 -3.4183 2.6772
46 C 2.5282 -2.8234 3.0423
47 O 2.0896 -3.6607 4.0918
48 C 3.2102 -4.1291 4.7293
49 O 3.2247 -4.5689 5.8253
50 O 4.2836 -4.0238 3.9137
51 F 1.6558 -2.9170 2.0114
52 H 4.5815 -2.6316 2.3892
53 H 3.7960 -4.1619 1.8883
54 H 2.6079 -1.7920 3.3887
55 C 1.6699 -1.0508 -0.8840
56 C 1.1680 0.1365 -0.0777
57 O 2.3903 0.6513 0.3959
58 C 3.2492 -0.3739 0.5617
59 O 4.2600 -0.3507 1.1842
60 O 2.8112 -1.4454 -0.1308
61 F 0.4478 -0.3031 0.9979
62 H 1.9680 -0.7163 -1.8822
63 H 1.0015 -1.8903 -1.0399
64 H 0.6424 0.9390 -0.5731

Forces on atoms 1 to 3 (eV/Å):
-0.585 0.299 -0.356
0.539 -0.389 0.818
-0.298 0.149 -0.392

---

Entry 3:
Density functional theory data (wB97M-V/def2-TZVPD) for a cluster of 2 separate species, C18H26FIN2O6PS in total in a non-equilibrium geometry.

Values from the calculation:
Strongest force on any atom ... 0.020 Eh/bohr
Charge ... +1
HOMO ... -11.93 eV

Atoms and positions in Å:
1 C 6.4872 -0.7660 1.0075
2 C 5.2023 -0.4067 0.2737
3 P 3.7119 -0.8042 1.2851
4 C 4.1335 -0.4523 3.0345
5 C 2.4999 0.5292 0.8660
6 C 1.3762 0.2131 0.0781
7 N 1.1490 -1.0543 -0.4126
8 C 0.4373 1.2462 -0.1755
9 C -0.8226 0.9592 -0.9325
10 C -1.8581 0.5450 0.0844
11 O -1.6688 -0.2893 0.9066
12 O -3.0188 1.2343 -0.0063
13 C -3.6326 1.4826 1.2333
14 C -5.0452 1.0561 1.3346
15 O -3.0317 2.0562 2.0690
16 C 0.6630 2.5236 0.3117
17 C 1.7821 2.8259 1.0843
18 C 2.0499 4.1792 1.6765
19 C 2.3969 5.2939 0.6908
20 O 3.3220 5.9829 0.8920
21 I 1.1978 5.6995 -1.0388
22 N 2.6113 1.8010 1.3078
23 F 3.7237 2.0721 2.0351
24 H 6.5730 -0.2531 1.9563
25 H 7.3476 -0.5272 0.3971
26 H 6.5183 -1.8321 1.2075
27 H 5.2264 0.6110 -0.1048
28 H 5.1317 -1.0558 -0.5927
29 H 3.2196 -0.1202 3.5166
30 H 4.4384 -1.3771 3.5019
31 H 4.9046 0.2954 3.1644
32 H 1.0191 -1.1123 -1.4127
33 H 1.7931 -1.7502 -0.0608
34 H -0.6721 0.1385 -1.6201
35 H -1.1618 1.8386 -1.4628
36 H -5.2620 0.2460 0.6486
37 H -5.2365 0.7443 2.3517
38 H -5.6917 1.8967 1.1112
39 H -0.0783 3.2763 0.1262
40 H 1.1879 4.4639 2.2734
41 H 2.9001 4.1299 2.3387
42 C -4.6784 -3.7574 -2.8404
43 C -4.7290 -3.0258 -1.4921
44 C -3.2804 -2.7693 -1.0544
45 S -2.3194 -2.6553 -2.5710
46 O -1.3842 -3.7480 -2.6125
47 O -1.8513 -1.2981 -2.7736
48 C -3.6693 -2.9944 -3.6927
49 H -5.6543 -3.7922 -3.3201
50 H -4.3391 -4.7845 -2.6937
51 H -5.2522 -2.0749 -1.6131
52 H -5.2658 -3.6019 -0.7407
53 H -3.1683 -1.8458 -0.4957
54 H -2.8737 -3.5972 -0.4778
55 H -3.2909 -3.5588 -4.5414
56 H -4.0673 -2.0363 -4.0260

Forces on atoms 1 to 3 (eV/Å):
-0.158 -0.135 0.076
0.063 0.085 -0.099
-0.147 -0.653 0.128

---

Entry 4:
Density functional theory data (wB97M-V/def2-TZVPD) for the molecule C18H26N2O3S in a non-equilibrium geometry.

Values from the calculation:
Strongest force on any atom ... 0.108 Eh/bohr
SMILES string ... CCN(CC)Cc1ccc(-c2cc(S(=O)(=O)CC)ccc2OC)[nH]1
Charge ... 0
HOMO ... -7.87 eV

Atoms and positions in Å:
1 O -4.6470 3.8777 -0.3148
2 O -2.3978 4.4611 -0.8213
3 O -2.4227 -2.0078 -2.6595
4 C 0.5636 -1.0592 -2.9246
5 C 1.8279 -1.5535 -2.4718
6 C 0.0426 -0.3310 -1.8959
7 C 2.0634 -1.0551 -1.1569
8 C -3.9276 -0.2657 -1.9277
9 C -4.0256 0.9308 -1.3040
10 C -1.7152 1.2721 -1.1765
11 C -2.5572 -0.6635 -2.2573
12 C -1.3685 0.0564 -1.8143
13 C -3.0304 1.8337 -0.9643
14 N 0.9479 -0.2407 -0.8543
15 N 3.1843 -0.7987 0.9944
16 C -2.1773 -2.9133 -1.5445
17 C 3.3072 -1.3618 -0.3682
18 C 3.6071 1.4582 0.5861
19 C 3.5545 -2.4675 2.8187
20 C -3.6853 2.2326 2.1612
21 C 3.9537 0.3545 1.5047
22 C 2.5835 -1.7201 2.0020
23 C -2.6641 3.2022 1.5560
24 S -3.1885 3.4406 -0.2179
25 H 0.1234 -1.2382 -3.8636
26 H 2.5020 -2.2057 -3.0852
27 H -4.7897 -0.8005 -2.2491
28 H -5.0515 1.3685 -1.0490
29 H -0.8411 1.8352 -0.8352
30 H 0.6779 0.1397 0.0516
31 H -1.3371 -3.5412 -1.8609
32 H -1.8844 -2.4158 -0.6169
33 H -3.1326 -3.4716 -1.4039
34 H 3.3393 -2.4927 -0.3450
35 H 4.0913 -1.0001 -0.9115
36 H 2.4411 1.4884 0.7157
37 H 3.8407 1.1372 -0.3780
38 H 4.1166 2.3935 0.7942
39 H 3.1082 -2.9509 3.5756
40 H 4.2473 -3.0704 2.3182
41 H 4.1419 -1.7756 3.4396
42 H -4.6929 2.3426 1.8213
43 H -3.4704 1.2341 1.7504
44 H -3.7012 2.4128 3.2288
45 H 3.6869 0.5751 2.5787
46 H 5.0383 0.0429 1.4585
47 H 1.9420 -2.4324 1.4850
48 H 1.9976 -1.1689 2.6715
49 H -2.5339 4.1336 2.1158
50 H -1.6884 2.7785 1.6441

Forces on atoms 1 to 3 (eV/Å):
3.181 -2.486 1.059
2.013 -0.327 -0.446
0.252 1.328 0.360